A:
The following is a DFT calculation (wB97M-V/def2-TZVPD) of a 10-piece molecular cluster, C5H31N2O9 overall.

Element x y z (Å)
C -0.72744 1.37531 -0.45336
C 0.65360 1.41262 -1.08914
C 1.57417 0.62421 -0.21056
C 1.88163 0.91883 1.05626
N 2.78982 0.21865 1.82783
C 2.31100 -0.50471 -0.91110
N -1.87879 1.65607 -1.43591
H -0.86027 2.03788 0.36889
H -1.00603 0.34431 -0.20507
H 1.11779 2.40875 -1.30356
H 0.54906 0.96691 -2.10185
H 1.51948 1.86337 1.44746
H 2.88101 0.31184 2.82254
H 3.11589 -0.66357 1.45949
H 2.04944 -0.74756 -1.94212
H 1.97175 -1.40782 -0.37203
H 3.38252 -0.32232 -0.90626
H -1.85781 2.64395 -1.68027
H -2.74305 1.29715 -1.01398
H -1.80227 1.12515 -2.31982
H -2.43394 4.42361 1.10539
H -3.02036 3.08027 1.19748
O -2.17652 3.49452 0.99460
H -0.33177 -2.68348 -2.07063
H -0.69017 -1.86101 -0.88345
O -0.61786 -1.80147 -1.85276
H 3.94920 3.00410 -0.51632
H 2.87984 2.28516 -1.20632
O 3.01188 3.12852 -0.76458
H -0.53995 -0.95761 4.73299
H 0.24912 -0.24150 3.59306
O -0.34935 -0.97741 3.78668
H -4.56381 0.09501 0.70510
H -3.11800 -0.23946 1.13093
O -3.65021 0.38509 0.57237
H -1.48381 -1.09686 -3.06343
H -2.25414 -0.48334 -4.35156
O -1.89122 -0.30266 -3.46685
H -2.65566 -2.20828 2.13203
H -1.57586 -1.27363 2.49227
O -2.12464 -1.51715 1.69915
H -0.53060 -3.94496 0.30434
H -0.49644 -2.47476 1.04828
O -0.12105 -3.06257 0.38343
H 3.74039 -3.68614 -0.83861
H 2.46956 -3.38239 0.13229
O 3.40391 -3.26064 -0.03331

Properties
LUMO energy	-2.56	eV
charge	+1
Kohn-Sham gap	7.72	eV
spin multiplicity	1

Löwdin atomic charge list, values in e, 8 entries:
1 C -0.13
2 C -0.16
3 C -0.34
4 C -0.19
5 N 0.09
6 C -0.06
7 N 0.18
8 H 0.08

=====

B:
The following is a DFT calculation (wB97M-V/def2-TZVPD) of a 9-piece molecular cluster, C5H31N2O9 overall.

Element x y z (Å)
C -1.25962 -1.03500 1.40784
O -0.78445 -2.30088 1.91978
C -0.38643 -0.72673 0.17802
C -0.71906 0.55898 -0.54400
C -0.03853 0.72486 -1.89903
C -0.58788 -0.22966 -4.11338
N -0.12649 -0.46763 -2.70111
N 1.09317 -0.89455 0.68268
H -2.26115 -1.14465 1.13098
H -0.97347 -0.29473 2.13147
H -1.37684 -2.94721 1.47398
H -0.66478 -1.42200 -0.65254
H -1.79611 0.57009 -0.65077
H -0.72238 1.50149 0.11014
H -0.22110 1.68867 -2.37540
H 1.04705 0.89292 -1.50686
H -1.14015 -1.13904 -4.42541
H 0.14164 0.09513 -4.84590
H -1.36847 0.52678 -4.14515
H 0.79747 -0.87099 -2.85452
H 1.32984 -1.86215 0.81988
H 1.67189 -0.64545 -0.10098
H 1.29003 -0.37246 1.49192
H 2.21013 2.47823 0.39262
H 1.49514 2.30985 1.80920
O 2.18606 1.95789 1.19548
H 3.81859 -1.57187 -2.57618
H 2.79484 -1.50468 -1.39890
O 2.94821 -1.29623 -2.31415
H -2.81446 1.08530 2.97230
H -2.69260 2.42381 3.70297
O -2.23266 1.63002 3.52187
H 0.31949 2.21687 3.91260
H -0.88317 2.46334 3.14701
O 0.08154 2.51023 3.00001
H 2.95527 -3.55548 -0.37520
H 3.80283 -2.58940 0.45674
O 2.89064 -2.68012 0.06486
H -3.61069 -0.49663 -2.38185
H -2.43700 -1.44575 -2.27015
O -3.02085 -0.93392 -1.73282
H 4.08464 -0.53803 2.39110
H 3.23432 0.46706 1.56817
O 3.44214 -0.44468 1.69923
H -3.65202 3.21122 0.81307
H -4.36170 1.82296 0.91192
O -3.50290 2.27425 0.95845

Properties
LUMO energy	-2.35	eV
charge	+1
Kohn-Sham gap	9.55	eV
spin multiplicity	1

Löwdin atomic charge list, values in e, 8 entries:
1 C -0.17
2 O -0.06
3 C -0.23
4 C -0.19
5 C -0.24
6 C -0.10
7 N -0.11
8 N 0.23

=====

Which of them is most stable? Easy: A.

=====

A:
The following is a DFT calculation (wB97M-V/def2-TZVPD) of the molecule C15H18N4O4S.

Element x y z (Å)
C -0.15170 -2.78980 -2.01064
S 1.18630 -1.59031 -1.76282
C 0.17737 -0.06492 -1.81295
C 1.04520 1.13418 -1.46852
C 0.25762 2.45664 -1.33196
N -0.71852 2.39162 -0.24432
C -1.93633 1.83955 -0.22478
O -2.53760 1.44505 -1.22095
C -2.63588 1.76141 1.12431
C -1.76989 1.39370 2.32984
N -0.96012 0.21619 2.07433
N -1.63440 -0.93531 1.99116
N -1.06575 -2.01237 1.76765
C 0.29766 -2.07889 1.62047
C 0.90461 -3.31674 1.38423
C 2.27020 -3.38153 1.23398
C 3.05492 -2.23024 1.31665
C 2.47440 -1.00376 1.54668
C 1.09056 -0.91739 1.70060
C 0.41463 0.35254 1.90936
O 0.93309 1.45721 1.92209
C -0.19396 2.90481 -2.74472
O 0.56335 3.58569 -3.38290
O -1.33449 2.47545 -3.22302
H -0.64241 -2.59189 -2.95922
H 0.30677 -3.77258 -2.02523
H -0.86082 -2.72081 -1.18943
H -0.62691 -0.20683 -1.08933
H -0.24917 0.02220 -2.81280
H 1.56605 0.94359 -0.52755
H 1.80120 1.27045 -2.24359
H 0.98020 3.22087 -1.02606
H -0.27876 2.57432 0.65124
H -3.10866 2.72887 1.30857
H -3.42882 1.01966 1.00740
H -1.08582 2.19888 2.60856
H -2.42475 1.17386 3.17640
H 0.28006 -4.19360 1.32310
H 2.74413 -4.33294 1.04566
H 4.12391 -2.30353 1.19095
H 3.06118 -0.10010 1.61082
H -1.88864 1.97683 -2.54323

Properties
LUMO energy	-0.44	eV
SMILES	CSCC[C@H](NC(=O)CCn1nnc2ccccc2c1=O)C(=O)O
Kohn-Sham gap	8.21	eV
spin multiplicity	1

Löwdin atomic charge list, values in e, 8 entries:
1 C -0.39
2 S 0.83
3 C -0.47
4 C -0.19
5 C -0.17
6 N 0.15
7 C -0.45
8 O 0.05

=====

B:
The following is a DFT calculation (wB97M-V/def2-TZVPD) of the molecule C15H18N4O4S.

Element x y z (Å)
C 1.71902 2.46346 3.33512
C 2.32424 1.18282 3.88729
O 2.47566 0.22137 2.83369
C 1.49200 -0.65624 2.67983
O 0.59333 -0.86766 3.43999
N 1.71829 -1.35400 1.49016
C 0.87454 -2.17257 0.78316
O 1.20901 -2.58982 -0.30361
C -0.45998 -2.49469 1.39135
S -1.61330 -1.05353 1.25818
C -0.63223 0.04234 0.31298
N 0.00483 1.06472 0.80678
N 0.67628 1.64966 -0.18972
C 0.44423 0.98227 -1.29235
C 1.01300 1.30787 -2.59849
C 0.76295 2.68650 -3.16312
C 2.11575 2.32978 -2.65111
N -0.40297 -0.05912 -1.03610
C -0.91746 -1.04282 -1.96202
C -2.35695 -1.34929 -1.71374
C -3.00666 -2.53567 -1.54229
C -4.37403 -2.21150 -1.36961
C -4.44899 -0.85694 -1.45003
O -3.23550 -0.32577 -1.66706
H 0.77792 2.23880 2.83852
H 2.38747 2.91195 2.60545
H 1.54652 3.16584 4.14515
H 1.68592 0.75268 4.66480
H 3.33068 1.34674 4.27927
H 2.57164 -1.09598 1.00492
H -0.38041 -2.70748 2.45518
H -0.91310 -3.32426 0.84904
H 1.05735 0.48082 -3.29568
H 0.16108 3.35765 -2.57104
H 0.61083 2.77120 -4.22848
H 2.42127 2.75240 -1.70772
H 2.91486 2.16902 -3.35823
H -0.33141 -1.96517 -1.87739
H -0.79537 -0.63238 -2.96974
H -2.56671 -3.51162 -1.53837
H -5.18079 -2.89489 -1.20459
H -5.27284 -0.17648 -1.37036

Properties
LUMO energy	0.74	eV
SMILES	CCOC(=O)NC(=O)CSc1nnc(C2CC2)n1Cc1ccco1
Kohn-Sham gap	9.22	eV
spin multiplicity	1

Löwdin atomic charge list, values in e, 8 entries:
1 C -0.06
2 C -0.20
3 O 0.01
4 C -0.56
5 O 0.10
6 N 0.20
7 C -0.52
8 O 0.07

=====

Which of them is most stable? Easy: A.

=====

A:
The following is a DFT calculation (wB97M-V/def2-TZVPD) of CH3Br2PS as an isolated structure.

Element x y z (Å)
C -1.03486 0.58544 0.58078
P 0.71328 0.51554 0.94921
S 2.36230 -0.87862 -3.50091
Br 0.69194 -1.30246 2.10150
Br 1.35289 -0.49115 -1.67249
H -1.10915 1.42613 -0.16427
H -1.22306 -0.44001 0.22688
H -1.75333 0.58512 1.47929

Properties
LUMO energy (spin up / spin down)	-1.64 / -2.40	eV
Kohn-Sham gap (spin up / spin down)	7.59 / 5.59	eV
spin multiplicity	1

Just the Löwdin charges please, in e? Sure, here they are:
1 C -0.55
2 P 0.24
3 S -0.06
4 Br 0.21
5 Br 0.06
6 H 0.04
7 H -0.01
8 H 0.06

=====

B:
The following is a DFT calculation (wB97M-V/def2-TZVPD) of the molecule CH3Br2PS.

Element x y z (Å)
C 0.51685 0.23369 0.74402
P -0.57776 0.03753 -0.66668
S -2.06414 1.38806 -0.63042
Br 0.81235 -0.12294 -2.60849
Br -1.03243 -2.22149 -0.27088
H 1.27410 -0.58119 0.74109
H 1.02708 1.19332 0.92524
H 0.04396 0.07303 1.76613

Properties
LUMO energy	-1.60	eV
SMILES	CP(=S)(Br)Br
Kohn-Sham gap	8.04	eV
spin multiplicity	1

Just the Löwdin charges please, in e? Sure, here they are:
1 C -0.44
2 P -0.26
3 S 0.13
4 Br 0.18
5 Br 0.22
6 H 0.04
7 H 0.06
8 H 0.08

=====

Which of them is most stable? Easy: B.

=====

A:
The following is a DFT calculation (wB97M-V/def2-TZVPD) of the molecule C3H11N2OP.

Element x y z (Å)
C 2.74782 0.44540 0.24641
C 1.53067 0.15410 -0.68181
N 0.37951 -0.23418 0.25176
P -1.11553 -0.20908 -0.43823
C -2.02010 -1.58685 0.42839
N -1.69601 1.41210 0.34593
O -1.13362 -0.26508 -1.87324
H 3.55082 -0.38426 0.46391
H 3.12857 1.32126 -0.26726
H 2.36825 0.88773 1.16949
H 1.07831 0.97395 -1.34648
H 1.73673 -0.78481 -1.20241
H 0.37226 0.16667 1.19368
H -1.81618 -1.68866 1.45359
H -3.14992 -1.39568 0.36068
H -1.89477 -2.50603 -0.13093
H -1.32845 2.05964 -0.37930
H -2.73835 1.63378 0.40584

Properties
LUMO energy	0.90	eV
SMILES	CCN[P@@](C)(N)=O
Kohn-Sham gap	10.50	eV
spin multiplicity	1

Löwdin atomic charge list, values in e, 8 entries:
1 C -0.10
2 C -0.26
3 N -0.19
4 P 0.48
5 C -0.17
6 N -0.13
7 O -0.31
8 H 0.11

=====

B:
The following is a DFT calculation (wB97M-V/def2-TZVPD) of a 2-piece molecular cluster, C3H11N2OP overall.

Element x y z (Å)
C -1.14480 1.73477 1.54418
C -0.72471 -2.27652 -1.10985
C 3.33564 0.80071 -0.18094
N -1.47585 0.91444 0.41504
N -0.73283 -0.87578 -1.20332
O -0.11078 -1.05916 1.23546
P -0.15496 -0.08175 0.14683
H -2.07903 1.64061 2.22270
H -0.20772 1.21705 2.02048
H -0.87352 2.79110 1.26215
H 0.26553 -2.80250 -1.31098
H -0.94286 -2.68661 -0.04887
H -1.45596 -2.62984 -1.84397
H 2.89167 0.51817 -1.13049
H 3.35516 1.82619 -0.20628
H 2.84285 0.16873 0.62358
H -2.09246 1.28986 -0.29193
H -0.69538 -0.48947 -2.14376

Properties
LUMO energy (spin up / spin down)	-1.13 / -0.08	eV
Kohn-Sham gap (spin up / spin down)	8.17 / 8.09	eV
spin multiplicity	1

Löwdin atomic charge list, values in e, 8 entries:
1 C -0.22
2 C -0.22
3 C 0.06
4 N -0.24
5 N -0.24
6 O -0.35
7 P 0.61
8 H 0.11

=====

Which of them is most stable? Easy: A.

=====

A:
The following is a DFT calculation (wB97M-V/def2-TZVPD) of a 2-piece molecular cluster, C2HNOS2 overall.

Element x y z (Å)
C -1.25243 -0.59999 0.49138
C 1.46114 1.59253 0.04253
N -1.42899 -0.72438 -0.69314
O -0.85171 -0.61414 1.58316
S 2.07292 0.36001 0.95152
S 2.22069 0.55168 -1.08648
H -2.22163 -0.56571 -1.28897

Properties
LUMO energy	-0.41	eV
Kohn-Sham gap	8.50	eV
spin multiplicity	1

Just the Löwdin charges please, in e? Sure, here they are:
1 C -0.44
2 C -0.88
3 N 0.19
4 O 0.11
5 S 0.50
6 S 0.43
7 H 0.08

=====

B:
The following is a DFT calculation (wB97M-V/def2-TZVPD) of a 2-piece molecular cluster, C2HNOS2 overall.

Element x y z (Å)
C -0.43493 1.23084 0.52178
C 0.55690 -1.33825 -0.95180
N -1.36579 1.46453 -0.21343
O 0.24805 1.26906 1.45842
S 2.15560 -1.70345 -0.21457
S 0.26405 -2.07676 0.62066
H -1.42388 1.15404 -1.22107

Properties
LUMO energy	-1.14	eV
Kohn-Sham gap	8.15	eV
spin multiplicity	1

Just the Löwdin charges please, in e? Sure, here they are:
1 C -0.49
2 C -0.76
3 N 0.17
4 O 0.13
5 S 0.41
6 S 0.42
7 H 0.11

=====

Which of them is most stable? Easy: A.

=====

A:
The following is a DFT calculation (wB97M-V/def2-TZVPD) of a 5-piece molecular cluster, H9O5 overall.

Element x y z (Å)
O 2.85194 0.47182 -0.15194
H 1.93719 0.18848 0.21684
O -0.85214 -3.56676 -1.00423
H 0.00213 -3.58022 -1.49505
H -1.14231 -2.67228 -1.20168
O 0.51430 -0.01894 0.86997
H -0.04928 -0.47926 0.30137
H 3.28969 -0.29262 -0.66595
O -2.84461 0.93041 0.59938
H -2.62668 1.88264 0.47130
H -1.90976 0.60193 0.39787
O -0.06323 2.31892 0.40836
H 0.80563 2.79630 0.43170
H 0.08714 1.41957 0.82206

Properties
LUMO energy	3.52	eV
charge	-1
Kohn-Sham gap	7.99	eV
spin multiplicity	1

Löwdin atomic charge list, values in e, 8 entries:
1 O -0.21
2 H -0.04
3 O -0.08
4 H 0.05
5 H 0.02
6 O -0.37
7 H -0.11
8 H 0.03

=====

B:
The following is a DFT calculation (wB97M-V/def2-TZVPD) of a 5-piece molecular cluster, H9O5 overall.

Element x y z (Å)
O 0.51844 0.66280 -0.59886
H 0.28353 1.57827 -0.72935
O 1.46719 -0.22438 -2.95587
H 0.60480 -0.03943 -3.37321
H 1.29891 -0.01776 -2.01612
O -1.78962 -0.23906 -0.06580
H -2.05960 -0.98937 -0.59582
H -0.81349 0.09812 -0.44845
O 1.26106 0.98229 1.85854
H 0.99219 0.89018 0.87550
H 0.53804 0.79105 2.46885
O -0.90584 -1.37671 2.18801
H 0.01235 -1.20711 1.91265
H -1.40795 -0.90890 1.47993

Properties
LUMO energy	4.13	eV
charge	-1
Kohn-Sham gap	9.77	eV
spin multiplicity	1

Löwdin atomic charge list, values in e, 8 entries:
1 O -0.34
2 H -0.02
3 O -0.13
4 H 0.02
5 H -0.03
6 O -0.19
7 H 0.01
8 H 0.02

=====

Which of them is most stable? Easy: B.